167
Properties=species:S:1:pos:R:3:forces:R:3:lowdin_charge:R:1 method="wB97M-V/def2-TZVPD" total_charge=+1 homo_energy_ev="-11.0 / -11.0" e_lumo_ev="-3.327 / -8.761" multiplicity=2 energy_ev=-68291.159
C 1.53406 3.31560 4.75625 0.4 -1.3 1.3 -0.12
C 2.86663 3.88052 5.26462 -0.3 1.4 -1.0 -0.24
C 3.52021 4.83535 4.19049 0.4 -0.1 1.2 -0.21
C 4.98381 5.27407 4.44864 0.5 -2.6 -0.6 -0.19
C 5.99379 4.28440 3.71480 0.3 -0.4 -0.3 -0.24
C 6.05438 2.71721 4.00887 -0.9 1.7 0.3 -0.10
H 0.73603 3.95870 4.38519 0.6 0.4 -0.4 0.06
H 1.11124 2.89561 5.66890 -0.4 -0.4 -0.1 0.07
H 1.73522 2.46021 4.11130 -0.3 0.1 -0.4 0.05
H 2.60783 4.36031 6.20851 0.4 0.8 -0.1 0.10
H 3.54203 3.09456 5.60259 0.0 -0.3 -0.5 0.09
H 2.91025 5.73168 4.07812 -0.3 -0.1 0.1 0.10
H 3.52103 4.33522 3.22200 -0.2 -0.2 -0.1 0.09
H 5.17902 6.27907 4.07452 0.0 0.0 0.2 0.10
H 5.25652 5.16207 5.49802 -0.3 0.6 0.2 0.10
H 5.85625 4.32157 2.63415 -0.4 0.4 -0.2 0.08
H 6.99164 4.70464 3.84050 0.2 -0.1 0.2 0.09
H 5.03564 2.32991 4.02510 -0.1 -0.1 0.2 0.04
H 6.54223 2.16819 3.20347 0.4 0.3 0.1 0.06
H 6.51248 2.52382 4.97884 0.1 -0.2 -0.1 0.07
C -4.93812 5.40121 3.48105 -1.7 1.0 -1.2 -0.10
C -3.71709 5.23503 2.58769 0.4 -0.6 -0.2 -0.29
C -2.39974 5.56730 3.21412 2.1 -0.1 -0.4 -0.21
C -1.19952 5.64942 2.17128 -1.0 1.1 0.3 -0.20
C -1.14669 6.94329 1.29148 0.2 0.1 0.7 -0.25
C -0.28839 8.04011 2.02875 -0.7 -1.8 -1.0 -0.10
H -5.43343 6.29010 3.09034 0.0 0.6 0.4 0.07
H -4.93062 5.52710 4.56374 0.9 -0.3 -0.1 0.08
H -5.74607 4.71179 3.23607 0.3 -0.7 0.2 0.06
H -3.63929 4.20098 2.25181 0.0 -0.2 0.0 0.10
H -3.76476 5.80754 1.66138 -0.6 0.2 0.0 0.10
H -2.16240 4.74060 3.88370 0.2 0.2 0.4 0.10
H -2.40872 6.49594 3.78477 -0.2 0.0 0.1 0.11
H -0.23596 5.76348 2.66791 0.0 -0.8 0.5 0.08
H -1.19060 4.73857 1.57264 0.0 0.0 -0.1 0.07
H -0.62572 6.68496 0.36955 -0.1 0.1 -0.2 0.08
H -2.11653 7.35677 1.01484 -0.2 -0.2 0.0 0.09
H -0.24452 8.93040 1.40142 0.0 0.2 0.5 0.07
H -0.67278 8.15061 3.04272 0.0 0.6 -0.1 0.07
H 0.68871 7.56113 2.09157 0.3 0.5 0.2 0.06
C -0.33682 2.08819 1.57219 1.1 -2.5 -0.3 -0.08
C 0.21525 0.63711 1.32502 -1.0 -0.2 -1.7 -0.24
C -0.23312 0.05023 -0.01117 -0.3 -1.3 -1.0 -0.22
C 0.37769 -1.36749 -0.41116 0.0 1.1 0.4 -0.18
C 0.11731 -1.84806 -1.84035 -1.0 1.7 -0.4 -0.23
C -1.25331 -1.40982 -2.46582 0.4 -0.6 0.7 -0.09
H -1.41069 2.01500 1.74411 0.2 0.5 0.5 0.08
H -0.11948 2.65651 0.66783 -0.1 0.3 0.2 0.05
H 0.34842 2.34183 2.38102 -1.0 1.1 0.3 0.05
H 1.28950 0.73100 1.16604 0.3 -0.3 0.9 0.10
H -0.11905 -0.12208 2.03211 0.6 0.5 0.8 0.10
H -0.02772 0.83812 -0.73585 0.2 -0.2 -0.6 0.08
H -1.30184 -0.14793 -0.09281 -0.3 0.5 0.4 0.09
H 1.45977 -1.28520 -0.30911 0.1 -0.3 0.3 0.09
H 0.01272 -2.12919 0.27783 0.0 0.2 0.3 0.09
H 0.89145 -1.34739 -2.42187 0.2 -0.4 -0.5 0.08
H 0.18163 -2.92728 -1.97909 0.3 0.1 0.3 0.10
H -1.28939 -0.41039 -2.89933 0.6 -0.1 -0.2 0.02
H -1.47107 -2.19033 -3.19486 -0.5 0.5 -0.3 0.08
H -2.05917 -1.32099 -1.73726 0.0 -0.6 0.1 0.05
C 7.43864 -2.05409 3.89441 -1.9 1.0 -1.2 -0.08
C 6.04954 -1.26014 3.67105 -0.6 -1.5 -0.2 -0.21
C 5.02651 -1.88396 2.62034 0.3 1.7 -1.1 -0.22
C 3.54614 -1.36351 2.70133 0.5 -2.0 2.1 -0.18
C 2.89201 -1.95289 4.04948 1.0 1.6 -1.1 -0.24
C 1.40129 -1.86560 4.20653 -0.8 0.2 0.1 -0.13
H 7.16285 -3.07755 4.14852 0.3 0.2 0.8 0.06
H 8.08733 -1.48168 4.55748 -0.2 -0.5 0.5 0.06
H 8.01289 -2.17501 2.97587 -0.2 0.3 -0.3 0.05
H 5.46219 -1.23956 4.58904 0.5 -0.2 0.5 0.08
H 6.14898 -0.19818 3.44641 0.5 -0.1 -0.3 0.07
H 5.07366 -2.95631 2.43077 0.0 -0.1 0.7 0.10
H 5.29220 -1.44587 1.65827 0.6 -0.2 -0.4 0.08
H 3.59517 -0.27515 2.66713 -0.4 0.1 0.2 0.09
H 2.97604 -1.73987 1.85196 0.1 0.0 -0.2 0.08
H 3.30365 -2.93744 4.27158 0.0 0.0 -0.3 0.11
H 3.22832 -1.25472 4.81601 0.5 -0.4 0.3 0.09
H 1.05515 -2.52989 4.99836 0.0 0.1 0.1 0.07
H 1.19006 -0.84049 4.51090 -0.4 0.0 0.1 0.07
H 0.75271 -2.05900 3.35209 0.3 -0.2 -0.4 0.04
C -4.10517 -0.05440 -4.07255 -1.7 0.5 0.3 -0.11
C -5.61470 -0.05222 -3.52961 2.6 -1.1 -1.1 -0.19
C -6.54847 -0.58036 -4.65263 -2.1 0.3 0.6 -0.23
C -6.31216 -1.90682 -5.38816 1.4 0.2 2.2 -0.23
C -6.73622 -3.12993 -4.52823 0.2 0.5 -2.5 -0.22
C -6.31257 -4.37546 -5.34949 0.0 -1.0 0.9 -0.11
H -3.77364 -1.08383 -4.20841 0.2 0.2 -0.3 0.07
H -3.37874 0.50986 -3.48773 -0.4 -0.2 0.6 0.04
H -4.26656 0.51443 -4.98824 0.7 -0.3 -0.6 0.07
H -5.65625 -0.77468 -2.71449 -0.1 0.1 0.2 0.08
H -5.80388 0.93942 -3.11853 -0.6 -0.1 -0.3 0.11
H -6.85997 0.07419 -5.46664 0.4 1.0 0.5 0.11
H -7.43675 -0.73472 -4.04006 -0.7 0.1 -0.4 0.10
H -6.76432 -1.94648 -6.37916 0.0 0.2 0.2 0.11
H -5.22477 -1.88161 -5.45920 0.2 -0.8 -0.8 0.08
H -6.39055 -2.99440 -3.50343 0.2 -0.5 -0.1 0.10
H -7.82512 -3.08262 -4.54157 -0.1 -0.2 0.4 0.10
H -6.91681 -5.24691 -5.09734 -0.3 0.0 0.0 0.06
H -6.38217 -4.25294 -6.43035 -0.3 0.4 0.1 0.07
H -5.30843 -4.77469 -5.20656 0.3 0.6 0.4 0.06
C -2.21487 -4.81083 5.57521 -0.8 -0.2 -1.8 -0.09
C -2.21920 -4.34482 4.11026 1.5 0.6 0.8 -0.31
C -3.40442 -3.60771 3.67427 -2.7 0.7 -2.0 -0.26
C -3.54696 -3.45032 2.12145 0.4 1.9 0.9 -0.20
C -4.63190 -2.42196 1.64546 -0.7 -1.1 -1.5 -0.22
C -4.43211 -1.98141 0.10703 -0.6 -1.1 0.9 -0.10
H -2.62205 -4.00672 6.18817 0.8 0.0 0.5 0.08
H -1.20159 -5.20043 5.67309 -0.2 0.2 1.2 0.07
H -2.95288 -5.61088 5.63306 0.2 -0.3 0.3 0.07
H -1.48371 -3.54415 4.03228 0.9 -0.4 -0.1 0.09
H -1.88873 -5.16811 3.47697 -0.3 0.0 -0.3 0.11
H -3.45957 -2.59943 4.08466 0.2 0.0 0.4 0.12
H -4.34045 -4.09790 3.94196 -0.2 -0.2 0.4 0.11
H -2.67847 -2.94180 1.70284 0.9 -0.8 0.1 0.09
H -3.65257 -4.48265 1.78792 -0.2 0.3 -0.9 0.11
H -5.58027 -2.93982 1.78871 -0.4 0.1 -0.5 0.09
H -4.79680 -1.51576 2.22833 0.8 0.0 0.4 0.10
H -4.31550 -2.83727 -0.55781 0.6 -0.5 0.3 0.06
H -5.31412 -1.57060 -0.38429 -0.2 0.7 0.7 0.05
H -3.58054 -1.31952 -0.05055 0.0 0.1 0.2 0.03
C 4.14781 -3.88027 -3.82414 1.1 1.2 2.5 -0.26
C 3.12809 -4.45510 -2.79573 0.1 2.1 -1.5 -0.26
O 2.75328 -5.67347 -3.28969 -0.2 -2.2 0.0 -0.05
O 3.67399 -3.95367 -5.11430 -1.3 -0.9 -1.0 -0.05
H 5.06732 -4.43636 -3.64153 0.2 -0.4 -0.5 0.12
H 4.41944 -2.85796 -3.56106 -0.2 0.3 0.2 0.12
H 2.21882 -3.85422 -2.81204 0.0 0.7 0.4 0.09
H 3.51984 -4.49072 -1.77918 0.3 0.0 -0.1 0.12
H 3.04288 -5.66321 -4.20490 -0.3 -0.5 -0.3 0.08
H 4.03245 -3.36049 -5.77856 0.3 0.0 0.4 0.10
C 1.24171 -0.91875 -5.90712 -0.5 0.5 0.0 -0.20
C 1.80922 -1.27708 -7.28631 0.0 -0.2 -0.3 -0.20
O 1.66934 -2.71519 -7.36492 0.4 1.7 0.1 -0.04
O -0.13643 -1.24558 -5.87919 -1.0 -0.4 0.3 -0.05
H 1.28220 0.11689 -5.56961 0.8 0.3 -0.2 0.11
H 1.57450 -1.56373 -5.09389 1.0 0.1 -0.2 0.12
H 2.79153 -0.89958 -7.57032 0.7 -0.5 0.9 0.12
H 1.27546 -0.77830 -8.09527 -1.0 -0.1 0.1 0.11
H 1.07102 -2.78484 -6.61742 -0.3 -1.5 -0.2 0.06
H -0.66736 -0.59256 -6.34102 0.0 -0.2 -0.7 0.04
O -1.53686 0.91801 -6.68649 -0.4 0.2 -0.4 0.28
C -1.29968 1.83158 -5.83923 0.3 0.3 -0.1 -0.46
N -1.39371 1.60910 -4.58864 -0.1 -1.0 1.4 0.30
C -0.75190 3.12702 -6.23172 -0.2 1.3 -1.1 0.07
H -1.69613 0.70027 -4.26823 0.0 -0.2 0.2 0.08
H -0.88734 2.21736 -3.96118 0.0 0.6 0.4 0.13
H 0.28475 2.91575 -6.49410 0.0 0.5 -0.3 0.13
H -0.84411 3.87538 -5.44460 0.3 -0.5 0.4 0.11
H -1.33529 3.57632 -7.03538 0.4 -0.3 -0.5 0.12
O 3.20341 -5.69663 1.26131 1.8 0.9 0.9 0.06
C 2.08799 -5.67100 0.83674 -1.8 1.0 2.9 -0.64
N 1.78555 -6.13490 -0.33907 -0.9 -1.1 -3.6 0.16
C 0.80111 -5.21127 1.62306 1.5 -0.2 -0.1 0.00
H 0.90170 -6.58353 -0.53307 0.1 0.5 -0.1 0.12
H 2.52280 -6.24873 -1.01996 -0.1 -0.6 0.2 0.09
H 0.99883 -4.72242 2.57702 0.4 -0.3 0.0 0.06
H 0.33203 -6.17784 1.80692 -0.8 0.3 0.0 0.08
H 0.23655 -4.48765 1.03505 -0.3 -0.5 -0.2 0.05
O 0.59923 3.92488 -3.16657 -1.8 -0.5 -2.1 0.01
C 1.34001 3.26936 -2.46373 1.6 -0.8 -0.2 -0.64
N 1.73890 3.87365 -1.36568 0.3 0.0 0.7 0.19
C 1.88341 1.90016 -2.82460 -0.7 0.5 1.3 0.01
H 2.52534 3.56415 -0.81267 -0.2 0.5 0.1 0.13
H 1.34531 4.79413 -1.49944 0.6 0.7 1.4 0.13
H 2.21189 1.96652 -3.86181 -0.2 -0.7 0.2 0.09
H 1.07823 1.24249 -2.49710 -0.5 -0.5 -1.2 0.05
H 2.60124 1.50826 -2.10402 0.8 0.6 -0.4 0.09